(1)
Below is a 2-piece molecular cluster, C5H15N2 overall at a distorted geometry, with properties calculated with ωB97M-V/def2-TZVPD.

The LUMO energy comes out at -0.31140 Ha. The charge is +1. For the total energy, the calculation gives -8395.647 eV. The HOMO energy comes out at -0.494 Eh. The spin multiplicity is 1.

Bonds (Å) are listed after each position.
Atoms and positions in Å:
1 C -0.75169 -0.62747 -0.43152  N2 1.445, C4 1.518, H8 1.102, H9 1.110
2 N -1.65805 0.40027 -0.88870  C1 1.445, C3 1.445, H10 1.003
3 C -3.00675 -0.08698 -1.06785  N2 1.445, H11 1.103, H12 1.085, H13 1.087
4 C 0.22918 -0.28036 0.67432  C1 1.518, N5 1.465, C7 1.555, H14 1.098
5 N 0.95268 -1.49503 1.05847  C4 1.465, H16 1.011, H17 1.020
6 C 2.30173 1.02653 1.22039  C7 1.525, H18 1.086, H19 1.090, H20 1.086
7 C 1.16093 0.87848 0.21920  C4 1.555, C6 1.525, H21 1.083, H22 1.127
8 H -1.39405 -1.41619 -0.00864  C1 1.102
9 H -0.14797 -1.09743 -1.23605  C1 1.110
10 H -1.24591 0.90688 -1.65026  N2 1.003
11 H -2.91692 -1.08939 -1.51904  C3 1.103
12 H -3.67400 0.47050 -1.71745  C3 1.085
13 H -3.54663 -0.22373 -0.13467  C3 1.087
14 H -0.27172 0.06310 1.58934  C4 1.098
15 H 0.85450 0.42882 -1.90866  no bonds
16 H 1.67427 -1.34287 1.74987  N5 1.011
17 H 1.39751 -1.89119 0.23074  N5 1.020
18 H 2.92906 0.15007 1.08766  C6 1.086
19 H 2.03024 1.10664 2.27260  C6 1.090
20 H 2.97100 1.85257 0.99946  C6 1.086
21 H 0.49450 1.73179 0.21299  C7 1.083
22 H 1.61806 0.53498 -0.75218  C7 1.127

(2)
Below is a 3-piece molecular cluster, C5H15N2 overall at a distorted geometry, with properties calculated with ωB97M-V/def2-TZVPD.

The LUMO energy comes out at -0.32313 Ha. The charge is +1. For the total energy, the calculation gives -8394.541 eV. The HOMO energy comes out at -0.476 Eh. The spin multiplicity is 1.

Bonds (Å) are listed after each position.
Atoms and positions in Å:
1 C -1.03713 -0.87953 2.69528  C4 1.327, H8 1.077, H9 1.124
2 N -0.27554 2.12230 0.25866  C3 1.494, H10 1.060, H17 1.071
3 C 0.84210 2.53106 1.16126  N2 1.494, H11 1.067, H12 1.086, H13 1.087
4 C -0.58665 -1.98525 2.11601  C1 1.327, H14 1.061, H15 1.056
5 N 0.42416 -0.24943 -0.72760  C6 1.570, H16 1.001
6 C -0.41600 -0.60417 -2.00496  N5 1.570, C7 1.584, H18 1.043, H19 1.007
7 C 0.56059 -1.34182 -3.01043  C6 1.584, H20 1.068, H21 1.070, H22 1.100
8 H -1.48907 -0.14439 2.05052  C1 1.077
9 H -0.95937 -0.61700 3.78562  C1 1.124
10 H -1.24815 2.06795 0.67758  N2 1.060
11 H 1.16299 1.72875 1.78635  C3 1.067
12 H 0.43798 3.34771 1.75219  C3 1.086
13 H 1.68444 2.94308 0.61231  C3 1.087
14 H -0.32331 -2.78390 2.76241  C4 1.061
15 H -0.34072 -2.04884 1.09147  C4 1.056
16 H 1.27312 0.21155 -0.98854  N5 1.001
17 H -0.05582 1.18948 -0.21924  N2 1.071
18 H -0.70797 0.26793 -2.49792  C6 1.043
19 H -1.24407 -1.15077 -1.83336  C6 1.007
20 H 1.53826 -0.93787 -2.86467  C7 1.068
21 H 0.51469 -2.30119 -2.53883  C7 1.070
22 H 0.24545 -1.36567 -4.06411  C7 1.100

(3)
Below is an isolated ion of composition C5H15N2 and charge +2 at a distorted geometry, with properties calculated with ωB97M-V/def2-TZVPD.

The LUMO energy (spin up / spin down) comes out at -0.27466 / -0.50254 Ha. The charge is +2. For the total energy, the calculation gives -8387.231 eV. The HOMO energy (spin up / spin down) comes out at -0.709 / -0.701 Eh. The spin multiplicity is 2.

Bonds (Å) are listed after each position.
Atoms and positions in Å:
1 N -0.59395 0.39137 -1.52392  C2 1.475, H8 1.117, H10 1.019
2 C -0.45842 -0.09483 -0.13764  N1 1.475, C3 1.586, C6 1.569, H11 1.108
3 C 0.20252 0.90408 0.90206  C2 1.586, C4 1.483, H12 1.158, H13 1.026
4 C 1.60622 1.20869 0.53226  C3 1.483, C5 1.483, H14 1.093, H15 1.119
5 C 2.53378 0.05933 0.40068  C4 1.483, H16 1.122, H17 1.101, H18 1.099
6 C -1.86231 -0.53030 0.40993  C2 1.569, N7 1.493, H19 1.133, H20 1.076
7 N -2.25893 -1.60526 -0.54719  C6 1.493, H9 1.038, H21 0.978, H22 1.040
8 H 0.17139 0.09914 -2.28283  N1 1.117
9 H -1.84309 -1.22395 -1.41806  N7 1.038
10 H -0.64469 1.39400 -1.69720  N1 1.019
11 H 0.28677 -0.89995 -0.29430  C2 1.108
12 H 0.16245 0.41067 1.94886  C3 1.158
13 H -0.30517 1.79018 1.00225  C3 1.026
14 H 1.91598 1.89991 1.32014  C4 1.093
15 H 1.66616 1.75519 -0.44193  C4 1.119
16 H 2.52409 -0.40556 -0.62055  C5 1.122
17 H 2.60728 -0.61767 1.26538  C5 1.101
18 H 3.50046 0.57996 0.44214  C5 1.099
19 H -1.80500 -0.89860 1.47974  C6 1.133
20 H -2.70253 0.14218 0.39963  C6 1.076
21 H -3.11139 -1.99136 -0.83010  N7 0.978
22 H -1.59158 -2.36724 -0.30937  N7 1.040

Number 3 is which compound?
C5H15N2